Entry 1:
{
  "formula": "C8H10Br2O2",
  "method": "wB97M-V/def2-TZVPD",
  "symbols": ["Br", "Br", "O", "O", "C", "C", "C", "C", "C", "C", "C", "C", "H", "H", "H", "H", "H", "H", "H", "H", "H", "H"],
  "positions_angstrom": [[-0.56103, 1.75529, -2.01894], [-3.89984, -1.77500, -0.11639], [-1.85716, 3.17988, 2.44177], [-2.69790, -0.43283, 2.00649], [0.23657, -1.06380, -1.00363], [1.13281, -2.27993, -0.72082], [-1.12944, 0.81042, -0.29902], [-0.02389, -0.03252, 0.15254], [-1.47254, 3.32542, 1.37373], [-2.36878, 0.57377, -0.14929], [-2.94068, -0.33141, 0.88038], [-1.20119, 3.90872, 0.23815], [-0.10497, -0.45394, 1.09789], [-1.70074, 3.53260, -0.65929], [1.01568, 0.51451, 0.16768], [1.44219, -2.69071, -1.70950], [-2.91728, 1.43028, -0.39161], [-0.68072, 4.77555, 0.18414], [-0.68859, -1.47705, -1.24995], [2.12064, -1.92272, -0.20296], [0.57270, -0.48625, -1.84362], [0.85546, -3.10412, -0.03498]],
  "forces_ev_per_a": [[-0.65, -0.29, 1.18], [-0.19, 0.26, 0.29], [-0.13, -1.64, 1.78], [-0.11, 0.08, 1.81], [0.39, -0.77, 1.78], [3.05, 0.91, 0.63], [4.67, -0.48, -2.28], [4.13, 0.73, -2.49], [-0.25, 2.56, -0.70], [-3.15, 1.20, 2.03], [0.76, -0.88, -2.24], [-1.93, -2.86, -1.13], [-0.75, -0.88, 1.70], [0.45, 0.24, 0.50], [-2.10, -0.40, 0.27], [-0.22, 0.00, 0.81], [-2.05, 0.44, -1.30], [1.71, 2.29, 0.08], [-1.84, -0.50, -0.73], [-1.43, -0.45, -1.09], [0.43, -0.20, -0.34], [-0.78, 0.64, -0.56]],
  "energy_ev": -152634.238,
  "smiles": "CCC/C(Br)=C\\C(=O)Br.C=C=O",
  "total_charge": 0
}


Entry 2:
{
  "formula": "C8H10ClNO2",
  "method": "wB97M-V/def2-TZVPD",
  "symbols": ["Cl", "O", "O", "N", "C", "C", "C", "C", "C", "C", "C", "C", "H", "H", "H", "H", "H", "H", "H", "H", "H", "H"],
  "positions_angstrom": [[3.30374, 0.54875, 0.41790], [2.18248, -1.98105, -0.05450], [-1.38126, 2.12224, -0.44303], [-3.55059, 0.11925, 1.41870], [-2.36219, -0.60077, -0.81205], [-0.90122, -0.30882, -0.55092], [-3.26837, -0.94892, 0.39541], [1.59027, 0.28583, 0.08920], [0.00707, -1.25829, -0.46352], [-0.53985, 1.06129, -0.44373], [0.77063, 1.36673, -0.22245], [1.30927, -0.98910, -0.00990], [-2.66046, 0.63465, 1.57217], [-4.24927, -1.37733, 0.01599], [-2.87760, 0.14001, -1.38537], [-2.77099, -1.93706, 0.88686], [-2.21678, -1.56098, -1.41957], [-2.23370, 1.81617, -1.14437], [3.05178, -1.65349, 0.04969], [-0.48114, -2.34048, -0.38010], [-4.01762, 0.91561, 0.84222], [1.10282, 2.42211, 0.01532]],
  "forces_ev_per_a": [[0.14, 0.71, 0.14], [-0.70, -1.94, 0.39], [-4.64, -1.45, -3.53], [0.33, 1.68, -2.62], [0.61, -2.79, 0.06], [-3.05, 3.85, -0.32], [0.40, -2.49, 1.00], [2.82, 3.26, 0.22], [-0.41, -4.56, 1.94], [1.03, -0.10, 0.18], [0.53, 1.00, 1.62], [-2.30, -2.49, -2.21], [-0.35, -0.81, 0.31], [1.03, 0.84, 0.38], [-0.16, 0.54, -0.80], [-1.02, 2.48, -0.59], [-1.12, 1.25, 0.42], [3.56, 1.58, 3.15], [1.62, 0.61, 0.29], [1.70, 2.05, -0.64], [0.39, -1.78, 1.27], [-0.41, -1.43, -0.66]],
  "smiles": "NCCc1cc(O)c(Cl)cc1O",
  "total_charge": 0,
  "de_lowest_ev": 2.213
}


Entry 3:
{
  "formula": "C8H10DyN2O5",
  "method": "wB97M-V/def2-TZVPD",
  "symbols": ["Dy", "O", "O", "O", "O", "O", "N", "N", "C", "C", "C", "C", "C", "C", "C", "C", "H", "H", "H", "H", "H", "H", "H", "H", "H", "H"],
  "positions_angstrom": [[-0.14771, -0.43749, -1.23591], [-3.47540, -1.74690, -0.30993], [-1.82172, 2.59221, -2.35855], [0.37811, -3.86153, -0.29599], [-0.09019, 0.26063, 0.77671], [-2.07866, -1.84676, -4.09566], [1.11964, -0.67477, 2.48299], [-0.07538, 1.20697, 2.88348], [2.28908, 0.01837, -1.52163], [-1.42642, -1.40392, -3.25608], [-1.30790, 1.60960, -2.05892], [1.81383, -0.36801, -2.75204], [-2.46281, -1.32764, -0.66501], [-0.98854, 2.32909, 2.67347], [0.29434, 0.28310, 2.01274], [0.15847, -2.79202, -0.67813], [1.36990, -1.42368, 1.86090], [-0.47813, 3.26996, 2.91861], [2.28105, 1.07230, -1.19057], [1.39171, 0.33256, -3.48751], [-1.34923, 2.33728, 1.63878], [1.38191, -0.67398, 3.45823], [0.29046, 1.05814, 3.81935], [-1.82335, 2.25528, 3.38350], [2.86970, -0.66869, -0.88172], [1.88726, -1.40010, -3.12109]],
  "forces_ev_per_a": [[-1.22, 1.45, 1.76], [4.27, 1.80, -1.54], [2.09, -4.03, 1.19], [-1.08, 5.02, -1.85], [0.13, -0.50, -1.17], [2.77, 1.89, 3.55], [-0.59, 0.42, -1.03], [0.02, -0.50, -0.76], [1.24, -0.15, -1.99], [-3.00, -2.21, -4.34], [-2.67, 5.01, -1.52], [1.54, 0.32, 0.85], [-5.16, -2.06, 1.97], [-0.21, 0.50, 0.33], [0.38, 0.23, 2.22], [1.31, -6.65, 2.24], [0.26, -0.13, 0.51], [-0.01, -0.27, -0.32], [-0.12, -0.36, -0.20], [0.02, 0.09, 0.32], [0.11, 0.01, 0.39], [0.22, -0.37, -0.13], [-0.20, 0.36, -0.07], [0.11, -0.16, -0.38], [-0.44, 0.12, -0.24], [0.23, 0.18, 0.21]],
  "multiplicity": 6,
  "total_charge": 3,
  "de_lowest_ev": 0.000
}